A cluster of 2 separate species, CH7O8P2 in total in a non-equilibrium geometry. Source: OMol25; level of theory: the ωB97M-V functional and the def2-TZVPD basis.

Properties
relative energy (zero: lowest compared OMol25 entry of this formula, charge and spin) = 3.1 kJ/mol
E = -36116.22032 eV
total charge = -1
LUMO energy = 0.110 hartree
molar mass = 209.01 g/mol
strongest force on any atom = 0.08316 Eh/bohr
HOMO level = -5.574 eV
Kohn-Sham gap = 8.6 eV

Atoms and positions in Å:
1 O 3.201 2.923 1.361
2 H 2.921 1.983 1.281
3 H 3.269 3.242 0.433
4 O 2.031 0.373 1.491
5 O -0.433 -3.566 -0.702
6 O 0.000 0.000 0.000
7 O 0.057 -0.895 2.304
8 O 2.038 -3.949 -1.337
9 O 0.948 -1.970 -2.274
10 O 1.629 -1.956 0.178
11 C -0.001 -2.247 -3.244
12 P 1.003 -0.539 0.963
13 P 0.884 -2.896 -0.950
14 H 0.415 -1.775 2.600
15 H 2.236 -4.521 -0.547
16 H -0.918 -1.720 -2.931
17 H -0.252 -3.303 -3.442
18 H 0.365 -1.791 -4.179

A structure of composition CH8BCsN2O in a non-equilibrium geometry. Source: OMol25; level of theory: the ωB97M-V functional and the def2-TZVPD basis.

Properties
relative energy (zero: lowest compared OMol25 entry of this formula, charge and spin) = 158.8 kJ/mol
E = -7416.92130 eV
LUMO energy = -0.013 hartree
molar mass = 207.81 g/mol
strongest force on any atom = 0.09672 Eh/bohr
HOMO level = -8.321 eV
Kohn-Sham gap = 8.0 eV

Atoms and positions in Å:
1 Cs 0.911 -1.165 2.852
2 B 1.927 1.261 0.947
3 H 2.830 0.675 1.020
4 H 2.075 2.157 0.363
5 H 1.209 0.561 0.547
6 H 1.628 1.665 1.901
7 C -1.054 -1.034 -0.647
8 O -0.410 -1.691 0.214
9 N -0.553 0.038 -1.170
10 N -2.323 -1.051 -0.907
11 H -1.125 0.567 -1.813
12 H 0.433 0.224 -1.052
13 H -2.979 -1.738 -0.562
14 H -2.568 -0.469 -1.695

A structure of composition CH8IP5 in a non-equilibrium geometry. Source: OMol25; level of theory: the ωB97M-V functional and the def2-TZVPD basis.

Properties
relative energy (zero: lowest compared OMol25 entry of this formula, charge and spin) = 82.8 kJ/mol
E = -55707.60031 eV
LUMO energy (spin up / spin down) = -0.069 / -0.069 hartree
molar mass = 301.85 g/mol
strongest force on any atom = 0.05129 Eh/bohr
HOMO level (spin up / spin down) = -8.458 / -8.458 eV
Kohn-Sham gap (spin up / spin down) = 6.6 / 6.6 eV

Atoms and positions in Å:
1 C -0.378 0.077 0.576
2 P 1.032 -0.692 1.562
3 P -0.945 1.681 1.198
4 P 0.676 1.489 -1.782
5 P 1.057 -1.848 -1.153
6 P -0.478 -0.320 -1.216
7 I -2.165 -1.823 1.640
8 H 0.495 -0.381 2.997
9 H 2.007 0.519 1.492
10 H -1.267 1.321 2.577
11 H -2.253 1.695 0.818
12 H 1.370 1.103 -2.891
13 H -0.454 1.948 -2.555
14 H 1.029 -1.895 -2.579
15 H 0.276 -2.875 -0.684

A cluster of 2 separate species, CH8N2 in total in a non-equilibrium geometry. Source: OMol25; level of theory: the ωB97M-V functional and the def2-TZVPD basis.

Properties
relative energy (zero: lowest compared OMol25 entry of this formula, charge and spin) = 42.7 kJ/mol
E = -4146.29238 eV
LUMO energy = 0.028 hartree
molar mass = 48.09 g/mol
strongest force on any atom = 0.04723 Eh/bohr
HOMO level = -9.719 eV
Kohn-Sham gap = 10.5 eV

Atoms and positions in Å:
1 N 1.562 -2.806 0.001
2 H 2.039 -1.922 0.330
3 H 1.092 -2.405 -0.803
4 H 0.867 -3.110 0.765
5 C -0.647 1.772 0.607
6 N -0.996 1.283 -0.735
7 H 0.449 1.868 0.519
8 H -0.893 2.813 0.682
9 H -0.932 1.185 1.531
10 H -2.010 1.318 -0.762
11 H -0.695 0.284 -0.766

A cluster of 2 separate species, CH8N2P in total in a non-equilibrium geometry. Source: OMol25; level of theory: the ωB97M-V functional and the def2-TZVPD basis.

Properties
relative energy (zero: lowest compared OMol25 entry of this formula, charge and spin) = 228.3 kJ/mol
E = -13426.61568 eV
total charge = +1
LUMO energy = -0.128 hartree
molar mass = 79.06 g/mol
strongest force on any atom = 0.08480 Eh/bohr
HOMO level = -13.997 eV
Kohn-Sham gap = 10.5 eV

Atoms and positions in Å:
1 C -1.294 0.715 -0.076
2 N 0.636 0.576 -0.575
3 N -1.636 -0.433 0.372
4 P 1.754 -0.260 0.165
5 H -1.408 1.462 0.668
6 H -1.323 1.053 -1.099
7 H 0.558 0.375 -1.587
8 H 2.223 0.175 1.360
9 H -1.682 -0.635 1.351
10 H -1.717 -1.182 -0.179
11 H 2.683 -0.317 -0.822
12 H 1.207 -1.530 0.421

A cluster of 2 separate species, CH8N2S2 in total in a non-equilibrium geometry. Source: OMol25; level of theory: the ωB97M-V functional and the def2-TZVPD basis.

Properties
relative energy (zero: lowest compared OMol25 entry of this formula, charge and spin) = 46.3 kJ/mol
2S+1 = 2
⟨S²⟩ = 0.75
E = -25816.83518 eV
total charge = -1
LUMO energy (spin up / spin down) = 0.146 / 0.133 hartree
molar mass = 112.22 g/mol
strongest force on any atom = 0.05729 Eh/bohr
HOMO level (spin up / spin down) = -1.141 / -3.311 eV
Kohn-Sham gap (spin up / spin down) = 5.1 / 6.9 eV

Atoms and positions in Å:
1 S 0.941 0.827 3.197
2 S -1.071 0.645 2.341
3 H 1.503 1.118 2.046
4 H -1.662 -0.128 1.408
5 N -0.931 -0.942 -0.875
6 C 0.497 -0.574 -0.925
7 N 0.707 0.770 -1.427
8 H -1.462 -0.227 -0.402
9 H -0.981 -1.875 -0.495
10 H 0.848 -0.573 0.111
11 H 1.083 -1.258 -1.552
12 H 0.535 0.859 -2.423
13 H -0.007 1.358 -1.002

A cluster of 2 separate species, CH8N3 in total in a non-equilibrium geometry. Source: OMol25; level of theory: the ωB97M-V functional and the def2-TZVPD basis.

Properties
relative energy (zero: lowest compared OMol25 entry of this formula, charge and spin) = 277.4 kJ/mol
E = -5628.78479 eV
total charge = +1
LUMO energy = -0.218 hartree
molar mass = 62.10 g/mol
strongest force on any atom = 0.04643 Eh/bohr
HOMO level = -12.541 eV
Kohn-Sham gap = 6.6 eV

Atoms and positions in Å:
1 N 3.401 0.245 -0.565
2 H 4.377 0.093 -0.374
3 H -0.269 -1.369 0.743
4 H 3.312 1.004 -1.218
5 H 2.864 -0.572 -0.785
6 N -2.616 0.685 0.541
7 C -1.415 0.142 0.414
8 N -1.111 -1.147 0.219
9 H -3.479 0.403 0.063
10 H -2.840 1.316 1.307
11 H -0.610 0.837 0.162
12 H -1.613 -1.637 -0.507

A cluster of 2 separate species, CH8N3O in total in a non-equilibrium geometry. Source: OMol25; level of theory: the ωB97M-V functional and the def2-TZVPD basis.

Properties
relative energy (zero: lowest compared OMol25 entry of this formula, charge and spin) = 104.9 kJ/mol
E = -7678.75922 eV
total charge = +1
LUMO energy = -0.120 hartree
molar mass = 78.09 g/mol
strongest force on any atom = 0.04858 Eh/bohr
HOMO level = -15.320 eV
Kohn-Sham gap = 12.1 eV

Atoms and positions in Å:
1 N 1.070 -0.077 0.532
2 C 0.333 0.572 -0.432
3 N 0.990 1.137 -1.410
4 N -0.974 0.738 -0.264
5 H 0.900 -0.941 1.042
6 H 2.038 0.160 0.605
7 H 0.525 1.805 -2.026
8 H 1.952 0.923 -1.731
9 H -1.346 0.162 0.481
10 H -1.565 1.492 -0.535
11 H -1.230 -2.848 1.498
12 H -1.307 -1.262 1.838
13 O -1.175 -1.941 1.177